An isolated ion of composition C20H13F4N2 and charge +1 at a distorted geometry, computed with ωB97M-V/def2-TZVPD.

```
39
Properties=species:S:1:pos:R:3:forces:R:3
N -3.33334 1.23561 -0.70816 2.273 -1.300 0.342
C -2.30480 0.68858 -0.61844 -2.711 1.462 -0.778
C -1.02350 0.00637 -0.55299 -0.179 -0.851 -0.645
C -0.07701 0.77849 0.35226 1.072 1.000 1.182
C 1.22856 0.01627 0.55443 0.166 -0.171 0.076
C 2.16916 -0.14361 -0.46567 0.327 -0.570 -0.065
C 3.14706 -1.13370 -0.32531 0.484 -0.110 -0.747
F 4.00779 -1.36607 -1.37473 -0.955 0.417 1.195
C 3.25499 -1.94721 0.79277 -0.228 0.146 0.239
C 2.36427 -1.67703 1.82816 0.019 -0.509 0.676
F 2.39762 -2.46439 2.95223 0.131 0.864 -1.084
C 1.39410 -0.68703 1.75648 -0.242 0.001 -0.257
C -0.00621 2.21236 -0.20023 -0.075 0.642 -0.013
C -0.81122 3.19515 0.40814 -0.027 -0.291 -0.072
C -1.05875 4.39249 -0.25605 -0.474 0.465 0.261
F -1.92652 5.30124 0.31674 1.227 -1.160 -0.749
C -0.49595 4.68516 -1.50147 0.086 0.006 0.376
C 0.40802 3.76088 -2.00964 0.364 -0.003 -0.555
F 1.02774 4.03679 -3.21674 -0.745 -0.416 1.675
C 0.68720 2.54341 -1.36901 -0.285 0.368 -0.538
N -1.28839 -1.42014 -0.11786 -0.166 -0.282 0.438
C -0.51775 -2.41179 -0.61857 0.079 0.372 -0.086
C -0.61343 -3.70579 -0.15552 -0.096 -0.150 -0.071
C -1.54096 -4.01419 0.84439 -0.028 0.195 -0.353
C -2.39961 -3.00724 1.28471 -0.127 0.393 -0.146
C -2.25676 -1.71316 0.79179 0.082 -0.294 -0.138
H -0.56475 -0.04818 -1.55443 -0.358 -0.057 0.244
H -0.56667 0.84753 1.33650 0.141 -0.002 -0.203
H 2.18178 0.46925 -1.35948 -0.025 -0.526 0.132
H 3.99598 -2.73835 0.87632 -0.145 0.201 -0.078
H 0.76049 -0.44869 2.61213 0.094 -0.397 -0.211
H -1.24916 2.99566 1.38811 -0.133 0.170 -0.404
H -0.71769 5.61922 -2.01356 0.061 -0.257 0.089
H 1.42800 1.89296 -1.81932 -0.429 0.282 -0.134
H 0.13988 -2.11035 -1.42814 0.088 -0.161 0.242
H -0.00243 -4.46931 -0.63759 -0.123 0.217 0.301
H -1.64516 -5.03733 1.20682 0.050 0.318 -0.062
H -3.23286 -3.21605 1.96074 0.441 0.104 -0.156
H -2.95974 -0.91780 1.04020 0.364 -0.116 0.075
```
Forces are in eV/Å.

As for the net charge: +1. As for the total energy: -1278.63493 Ha. As for the SMILES: N#C[C@@H](C(c1cc(F)cc(F)c1)c1cc(F)cc(F)c1)[n+]1ccccc1. The HOMO energy comes out at -12.4 eV. Its max |F| is 0.062 Eh/bohr. The HOMO-LUMO gap comes out at 7.61 eV.